1.
Entry from the Open Molecules 2025 dataset: C30H21Cl5GeN2OS4V as an isolated structure in a non-equilibrium geometry (ωB97M-V/def2-TZVPD).

expectation value of S²: 2.04
spin multiplicity: 3
lowest unoccupied orbital energy (spin up / spin down): 1.98 / 1.98 eV
energy relative to the best compared isomer or geometry (same formula, charge and spin): 27.4 kJ/mol
total charge: -1
HOMO energy (spin up / spin down): -4.2611 / -4.2848 eV

XYZ file:
```
65
Properties=species:S:1:pos:R:3:forces:R:3:mulliken_charge:R:1
V -0.920264 -0.669377 -1.009495 0.368 0.876 -0.492 -0.293
Cl -0.036284 -3.758493 0.656108 -0.016 0.036 0.065 -0.124
C -0.931847 -3.824999 -0.833824 -0.063 -0.039 -0.153 1.658
C -1.306900 -2.631738 -1.445258 -0.354 -1.675 -0.431 -2.352
C -2.068922 -2.799418 -2.599715 0.049 0.075 0.129 1.575
Cl -2.599667 -1.330690 -3.379375 -0.116 -0.012 -0.059 -0.247
C -2.425215 -4.024147 -3.143734 -0.077 0.061 -0.109 -0.415
Cl -3.391938 -4.112191 -4.571737 0.024 -0.019 0.009 -0.214
C -1.991074 -5.187619 -2.517242 0.035 -0.001 0.032 0.661
Cl -2.383181 -6.731230 -3.179725 -0.011 0.011 0.009 -0.212
C -1.239322 -5.086524 -1.351113 0.025 0.025 0.045 -0.285
Cl -0.697614 -6.527111 -0.566304 -0.015 0.024 0.015 -0.217
O 2.281165 3.948319 -4.989673 -0.029 -0.002 -0.040 -0.663
C 1.693218 3.128258 -4.327993 0.087 0.033 0.055 0.674
S 2.125171 1.413862 -4.277086 -0.023 -0.051 -0.005 -0.189
C 0.904511 0.917583 -3.121361 -0.049 0.087 0.042 0.022
C 0.071164 1.877472 -2.682728 0.067 -0.052 -0.050 0.295
S -1.175229 1.566448 -1.510076 -0.225 0.514 -0.151 -0.577
S 0.317229 3.502622 -3.288030 -0.036 -0.011 0.018 -0.141
S 0.857729 -0.721273 -2.551592 0.462 -0.124 -0.337 -0.522
C -6.025279 0.644726 0.630519 -0.015 -0.011 -0.033 -0.902
N -4.770537 -0.080309 0.593428 -0.022 0.053 0.060 0.159
C -4.459413 -1.231961 1.280319 -0.017 -0.025 -0.028 -0.559
C -3.189800 -1.552169 0.923471 0.088 -0.001 -0.031 -0.760
N -2.715005 -0.615022 0.031440 -0.847 0.064 0.402 0.697
C -3.694564 0.250949 -0.140991 0.035 -0.028 0.042 -0.880
H -6.607524 0.297338 1.480041 0.008 0.008 0.011 0.309
H -6.596903 0.479504 -0.282197 -0.001 -0.017 0.004 0.315
H -5.836050 1.710062 0.746282 0.005 -0.003 0.005 0.350
H -5.157309 -1.709444 1.944291 -0.015 0.016 0.014 0.461
H -2.577038 -2.373955 1.252659 0.011 -0.011 -0.019 0.417
H -3.653873 1.118617 -0.779647 0.018 -0.004 -0.025 0.514
C -0.472923 -0.810331 2.797370 -0.076 0.023 -0.055 -1.715
Ge 0.359134 -0.281691 1.056869 0.775 0.141 1.102 2.616
C 2.182475 -1.065576 1.290190 -0.024 0.056 0.061 0.348
C 2.927178 -0.688687 2.409968 0.009 0.008 -0.040 -0.518
C 4.199426 -1.195032 2.642615 -0.028 -0.005 -0.001 -0.753
C 4.760204 -2.095058 1.746573 -0.017 -0.005 -0.016 -0.424
C 4.040504 -2.476728 0.622945 0.012 0.020 0.014 -0.913
C 2.766651 -1.966600 0.401837 0.006 0.007 -0.036 0.270
C 0.689842 1.660587 1.414346 -0.041 -0.020 -0.018 0.288
C -0.067525 2.300321 2.363025 0.031 0.011 -0.025 -0.516
C 0.038916 3.691625 2.600885 0.005 -0.024 0.009 -0.954
C 0.914293 4.446517 1.881156 0.002 -0.009 0.017 -1.000
C 1.731313 3.840434 0.893253 0.012 0.005 -0.006 1.260
C 2.649178 4.606815 0.132830 -0.019 -0.008 -0.009 -0.924
C 3.434678 4.020064 -0.816689 -0.002 0.007 0.013 -0.568
C 3.336054 2.632665 -1.050618 -0.005 -0.003 -0.009 -1.074
C 2.452162 1.872937 -0.337387 -0.042 -0.009 0.013 -0.314
C 1.621731 2.445858 0.660476 0.005 -0.011 -0.016 0.459
H 0.127730 -0.416329 3.619132 0.006 -0.008 0.014 0.475
H -0.523603 -1.895106 2.899291 0.023 -0.009 -0.052 0.341
H -1.486850 -0.414766 2.889387 0.001 -0.005 0.024 0.419
H 2.511831 0.034882 3.104800 0.001 -0.006 0.025 0.194
H 4.755015 -0.884536 3.519989 0.004 0.015 -0.003 0.378
H 5.754497 -2.489513 1.919005 0.003 -0.004 0.000 0.351
H 4.473925 -3.168133 -0.090103 -0.004 -0.010 0.001 0.403
H 2.229313 -2.269231 -0.489630 0.012 0.037 0.010 0.111
H -0.781135 1.738172 2.953156 -0.011 -0.006 0.017 0.300
H -0.579702 4.150728 3.363972 -0.009 0.008 -0.009 0.399
H 1.005635 5.513089 2.055418 -0.004 0.004 -0.014 0.351
H 2.704905 5.675295 0.310816 0.010 0.000 0.015 0.357
H 4.124301 4.617407 -1.400311 0.001 -0.004 -0.008 0.399
H 3.949013 2.169440 -1.813276 0.005 0.003 0.004 0.493
H 2.372403 0.812394 -0.540949 0.006 0.002 -0.022 -0.093
```
Forces are in eV/Å.

***

2.
Entry from the Open Molecules 2025 dataset: C30H22ClF4N6O5SSr as an isolated structure in a non-equilibrium geometry (ωB97M-V/def2-TZVPD).

spin multiplicity: 1
lowest unoccupied orbital energy: -6.31 eV
energy relative to the best compared isomer or geometry (same formula, charge and spin): 219.5 kJ/mol
total charge: +1
HOMO energy: -10.9482 eV

XYZ file:
```
70
Properties=species:S:1:pos:R:3:forces:R:3:mulliken_charge:R:1
Sr -0.227636 -0.220003 1.367546 2.044 1.024 1.658 3.434
O -0.364125 -0.303424 -0.851191 0.132 -0.279 -1.631 -0.835
C -0.987331 0.383687 -1.662860 -0.523 0.392 -0.934 -0.178
C -1.933731 1.407113 -1.370109 -0.003 0.130 0.728 0.248
C -2.640873 1.990781 -2.427616 -0.453 0.379 -0.244 -0.407
C -3.612980 2.935048 -2.191506 0.716 -0.610 0.467 -0.474
C -3.910704 3.347988 -0.878720 0.063 -0.069 -0.126 -0.407
C -3.229303 2.812757 0.171674 0.213 -0.191 0.057 -0.886
C -2.202028 1.827074 -0.007960 -0.877 0.692 -0.996 0.661
O -1.573665 1.359221 0.976615 -1.270 1.651 0.032 -0.966
N -4.347041 3.494005 -3.300984 0.075 -0.112 -0.031 1.037
O -5.157294 4.358017 -3.055692 -0.290 0.297 -0.032 -0.628
O -4.102182 3.048373 -4.400467 -0.053 0.007 -0.511 -0.627
H -0.837465 0.188136 -2.741522 0.012 0.014 0.103 0.387
H -2.437672 1.692993 -3.446731 -0.006 -0.018 -0.068 0.562
H -4.684254 4.088683 -0.735890 -0.002 0.013 0.041 0.513
H -3.444637 3.118308 1.184963 0.005 0.018 0.062 0.447
C -5.229045 -2.314432 0.485262 -0.032 -0.170 -0.124 -1.150
C -4.510132 -3.645364 0.295265 -0.048 0.201 0.037 -0.297
C -3.206867 -3.682269 1.078267 -0.084 0.259 -0.379 -0.902
S -2.084506 -2.350681 0.489165 -1.156 -2.049 -0.898 0.803
O -1.235095 -2.059870 1.690215 -0.695 -2.120 1.309 -1.347
C -1.011500 -3.354408 -0.605745 -0.052 0.230 0.144 -0.749
C 0.013151 -4.174464 0.160377 0.075 0.013 0.081 -0.162
C 0.998531 -4.846157 -0.790340 -0.161 0.069 0.094 -1.412
H -6.177562 -2.318109 -0.041960 -0.109 0.077 -0.050 0.384
H -4.627853 -1.490382 0.102680 -0.107 0.098 0.000 0.293
H -5.429090 -2.136153 1.539199 -0.039 0.060 0.122 0.305
H -4.311685 -3.814090 -0.765511 -0.050 -0.101 -0.045 0.238
H -5.146857 -4.461990 0.642613 0.094 -0.039 -0.076 0.385
H -2.700406 -4.640855 0.994367 0.155 0.025 0.065 0.339
H -3.386901 -3.453790 2.128437 0.146 0.090 0.026 0.429
H -0.508818 -2.634776 -1.253724 -0.100 -0.022 -0.021 0.273
H -1.675570 -3.971261 -1.209280 -0.107 -0.023 -0.079 0.626
H -0.481976 -4.945132 0.755482 0.026 0.122 0.120 0.336
H 0.557327 -3.512190 0.844930 -0.134 -0.213 -0.029 0.151
H 0.477781 -5.510539 -1.476351 0.032 -0.075 -0.101 0.355
H 1.718870 -5.431566 -0.226258 0.076 -0.075 0.003 0.407
H 1.542919 -4.106027 -1.371540 0.069 0.063 -0.116 0.311
F 2.068299 0.618993 -1.314425 0.594 0.298 -0.252 0.123
C 3.228859 1.219697 -1.626765 -0.879 0.662 -0.873 0.295
C 3.234054 2.108462 -2.656874 -0.859 -0.793 0.704 0.159
F 2.092670 2.332383 -3.302800 0.455 -0.105 0.262 -0.249
C 4.421015 2.809694 -3.051594 0.048 1.193 -1.125 0.157
C 5.606106 2.438893 -2.330119 0.806 -0.700 0.942 0.146
C 5.600060 1.514906 -1.320539 0.712 0.818 -0.815 -0.015
F 6.730564 1.248320 -0.674194 -0.316 0.107 -0.228 -0.286
C 4.396504 0.884123 -0.877470 -0.109 -0.871 1.256 0.434
C 4.338187 0.037819 0.235024 0.636 1.124 -1.641 0.467
C 3.113738 -0.302428 0.812382 -1.194 -0.249 0.602 0.098
N 2.114441 -0.509476 1.345938 2.116 -0.287 -0.172 -0.796
C 5.471969 -0.502732 0.883249 0.174 0.015 -0.037 -0.239
N 6.355374 -1.022214 1.393218 0.389 -0.210 0.321 -0.411
F 6.746032 3.042601 -2.638504 -0.369 -0.246 0.131 -0.278
C 4.412914 3.799660 -4.026471 0.025 -1.334 1.282 1.099
C 5.559536 4.512665 -4.443137 0.386 0.124 -0.041 -0.110
N 6.442608 5.126218 -4.840042 0.247 0.181 -0.104 -0.396
C 3.234848 4.195900 -4.697560 -0.410 0.011 -0.193 -0.143
N 2.298589 4.534307 -5.264833 -0.264 0.172 -0.198 -0.426
Cl 2.369173 2.502544 6.150537 0.048 0.062 0.039 -0.196
C 1.238204 1.340814 5.584824 -0.195 -0.263 -0.233 0.036
C 0.558306 0.504078 6.463434 0.096 0.122 -0.355 -0.187
C -0.340640 -0.400182 5.924990 -0.013 -0.029 -0.090 -0.768
C -0.510425 -0.454029 4.550362 -0.025 -0.056 0.316 -0.273
N 0.157468 0.330286 3.709175 0.206 0.396 1.217 -0.209
C 1.005341 1.215862 4.217204 0.230 0.244 0.365 -0.473
H 0.736695 0.556918 7.525934 0.001 0.059 0.085 0.461
H -0.898495 -1.065153 6.563332 -0.066 -0.072 0.069 0.419
H -1.198668 -1.150960 4.094988 -0.117 -0.170 0.052 0.557
H 1.524876 1.857777 3.515633 0.066 0.038 0.056 0.507
```
Forces are in eV/Å.